The following is a quantum chemistry calculation of C25H40Cl4N3O3PbSi as an isolated structure, from OMol25.

Positions of all 77 atoms, in Å:
C  3.39755  -1.17031  -2.52035
C  2.77642  0.20255  -2.55137
H  4.22958  -1.23469  -3.23528
H  2.65708  -1.93950  -2.79227
H  3.78324  -1.42219  -1.51993
C  2.80888  0.95907  -3.65721
C  3.44501  0.53732  -4.93623
H  2.32788  1.94112  -3.66175
H  3.18047  -0.50072  -5.20820
H  4.54640  0.60071  -4.89193
H  3.12058  1.19685  -5.74982
Pb  -1.39487  -0.77162  0.67039
Cl  1.35412  0.01196  1.98446
Cl  -3.13637  -2.60922  -0.06384
H  -3.81458  -0.70702  6.50179
H  -1.56620  -0.95384  7.36432
C  -3.58107  -1.06769  5.49536
C  -1.32279  -1.56102  6.48325
N  -2.13492  -1.15600  5.33709
H  -3.96161  -0.37508  4.73555
C  -1.60221  -1.02424  4.11847
O  -2.29044  -0.86268  3.08349
H  -0.27060  -1.40952  6.22360
H  -0.49737  -1.06528  4.07465
H  -4.05646  -2.04992  5.35323
H  -1.46588  -2.62098  6.74886
H  -0.38629  -1.59563  -3.22681
H  0.06786  0.81040  -4.84493
C  -1.40861  -1.32748  -3.51886
C  -1.02925  0.72498  -4.85601
N  -1.54137  0.11401  -3.63864
H  -2.10996  -1.70526  -2.77107
C  -2.07346  0.86662  -2.65506
O  -2.35382  0.45725  -1.51510
H  -1.45506  1.72782  -4.96696
H  -2.28934  1.91213  -2.96922
H  -1.62909  -1.75313  -4.50367
H  -1.30880  0.10906  -5.71580
O  0.81927  -0.21625  -1.52814
C  1.85269  0.59277  -1.38315
C  0.53160  2.60905  -2.21568
C  1.44825  2.08952  -1.31305
H  0.04309  1.91794  -2.91506
C  0.26593  3.97954  -2.26090
H  2.33679  0.36171  -0.42096
C  1.97989  2.92651  -0.32938
H  -0.43600  4.36213  -2.99451
C  0.89893  4.83848  -1.35891
C  1.72721  4.30432  -0.37270
H  2.58245  2.46018  0.45784
H  0.72144  5.91205  -1.40373
H  2.19022  4.95019  0.38088
Si  0.62682  -4.09749  1.07682
Cl  0.55105  -2.53664  -0.37516
C  -0.99066  -5.02918  0.98489
C  0.87080  -3.37995  2.78701
C  2.00433  -5.27791  0.59814
H  -1.80421  -4.45398  1.43789
H  -0.85138  -5.96906  1.53856
H  -1.25009  -5.26149  -0.05257
H  1.83248  -5.66836  -0.41623
H  2.01617  -6.14600  1.27827
H  2.99204  -4.80008  0.65198
H  1.19471  -2.32390  2.77214
H  1.63135  -3.98483  3.30868
H  -0.05346  -3.45650  3.38116
Cl  0.41670  4.57052  3.65817
C  -0.61322  3.94698  2.44332
C  -1.32541  4.80854  1.60231
C  -2.10332  4.25345  0.59234
C  -2.13262  2.85733  0.46282
N  -1.50494  2.05123  1.30756
C  -0.73581  2.55683  2.27270
H  -1.22784  5.87916  1.74389
H  -2.66396  4.85017  -0.12154
H  -2.68527  2.38019  -0.35191
H  -0.17068  1.85404  2.87201

Results
Gap between HOMO and LUMO in eV: 5.9
HOMO in hartree: -0.13286
Energy above the lowest of the compared OMol25 structures with the same formula, charge and spin in kJ/mol: 0.00
Net charge: -1

Just the Mulliken charges please, in e? Sure, here they are:
1. C -1.62
2. C 0.22
3. H 0.45
4. H 0.14
5. H 0.29
6. C 0.44
7. C -1.84
8. H 0.45
9. H 0.35
10. H 0.42
11. H 0.38
12. Pb 1.03
13. Cl -0.63
14. Cl -0.65
15. H 0.33
16. H 0.34
17. C -0.96
18. C -0.95
19. N 0.18
20. H 0.28
21. C 0.45
22. O -0.75
23. H 0.32
24. H 0.20
25. H 0.29
26. H 0.31
27. H 0.11
28. H 0.23
29. C -0.82
30. C -0.96
31. N 0.37
32. H 0.25
33. C 0.00
34. O -0.55
35. H 0.28
36. H 0.30
37. H 0.37
38. H 0.37
39. O -0.04
40. C -0.09
41. C 0.95
42. C -0.16
43. H 0.63
44. C -1.12
45. H 0.22
46. C -0.77
47. H 0.37
48. C -0.73
49. C -0.61
50. H 0.31
51. H 0.39
52. H 0.40
53. Si 0.16
54. Cl 0.02
55. C -0.89
56. C -0.74
57. C -1.03
58. H 0.24
59. H 0.31
60. H 0.25
61. H 0.26
62. H 0.31
63. H 0.28
64. H 0.08
65. H 0.44
66. H 0.19
67. Cl -0.28
68. C 0.14
69. C -0.26
70. C -0.71
71. C -0.21
72. N 0.07
73. C -0.53
74. H 0.42
75. H 0.38
76. H 0.41
77. H 0.50

The following is a quantum chemistry calculation of a 3-piece molecular cluster, C25H40ClF6N2O7 overall, from OMol25.

Positions of all 81 atoms, in Å:
C  -6.35774  2.89314  4.02682
C  -5.52826  1.46763  4.29363
O  -5.62641  0.98046  5.55406
O  -4.78683  0.78850  3.19875
C  -3.88540  -0.22674  3.81682
C  -2.84288  -0.92022  2.75786
C  -3.14579  -2.56420  2.76610
C  -2.69268  -3.23894  4.19414
C  -1.49905  -4.35685  4.04745
C  -0.01644  -3.69583  3.81296
C  0.16521  -3.43107  2.17160
C  1.73240  -3.74221  1.83496
C  2.49836  -2.52165  0.98248
C  2.39734  -1.19012  1.92334
C  3.20495  -1.51307  3.35264
C  3.35351  -0.02602  4.09596
Cl  4.84767  -2.35166  3.08632
C  1.65454  -2.43246  -0.41159
O  1.97158  -3.40939  -1.31185
C  0.47508  -1.42475  -0.87189
F  -0.68343  -2.30005  -1.29668
F  -0.07553  -0.50328  0.13479
C  0.80519  -0.50683  -2.21421
F  -0.55200  -0.13983  -2.76933
F  1.49584  -1.23817  -3.29777
C  1.55366  0.91308  -1.89345
F  2.35756  1.26313  -3.12413
F  2.52416  0.88159  -0.77691
C  0.49988  2.15289  -1.60789
O  -0.06744  2.88348  -2.57690
O  0.18910  2.47203  -0.19203
H  -7.15607  2.70208  3.18397
H  -5.54085  3.66305  3.62494
H  -6.85532  3.26811  5.04276
H  -4.54846  -1.07256  4.30703
H  -3.26326  0.27545  4.67242
H  -2.92854  -0.48141  1.67403
H  -1.74247  -0.73483  3.12500
H  -2.59078  -3.09223  1.85715
H  -4.30381  -2.69354  2.54640
H  -2.42844  -2.36977  4.94263
H  -3.63730  -3.81164  4.63506
H  -1.75860  -5.09797  3.17914
H  -1.44914  -5.01198  5.03849
H  0.77494  -4.48007  4.19627
H  0.16509  -2.68109  4.38878
H  -0.52949  -4.20663  1.58753
H  -0.22168  -2.36951  1.87515
H  1.73812  -4.66759  1.08032
H  2.37490  -4.10798  2.76260
H  3.02641  -0.34414  1.40825
H  1.31857  -0.87484  2.24673
H  2.44348  -2.13911  4.00268
H  4.26128  0.60060  3.67278
H  3.51018  -0.13121  5.25943
H  2.33295  0.57775  3.96415
H  -0.67105  2.00323  0.09112
C  6.87269  2.75178  -3.47787
O  8.05394  3.05268  -3.59904
N  5.96751  2.63647  -4.51132
C  4.58288  2.27534  -4.28686
C  6.41336  2.88404  -5.86688
H  6.42873  2.54239  -2.49070
H  4.36438  1.35329  -4.83315
H  3.94238  3.08132  -4.65633
H  4.38407  2.11794  -3.22322
H  7.22015  2.18574  -6.10946
H  6.80007  3.90557  -5.93350
H  5.58990  2.75539  -6.57457
C  -4.41231  1.87862  -4.96103
O  -5.50450  2.35006  -5.25333
N  -3.19489  2.48763  -5.17937
C  -1.94249  1.86401  -4.80440
C  -3.16465  3.79396  -5.80406
H  -4.31992  0.89024  -4.48144
H  -1.42456  2.51095  -4.09056
H  -1.32708  1.73906  -5.69993
H  -2.11109  0.88594  -4.34550
H  -3.73342  4.49667  -5.18756
H  -3.63631  3.72843  -6.78932
H  -2.13568  4.14772  -5.91144

Results
Gap between HOMO and LUMO in eV: 4.6
HOMO in hartree: -0.13922
Net charge: -1

Just the Mulliken charges please, in e? Sure, here they are:
1. C -0.79
2. C 0.55
3. O -0.54
4. O -0.32
5. C -0.40
6. C -0.13
7. C -0.69
8. C -0.47
9. C -0.86
10. C -0.38
11. C 0.44
12. C -0.99
13. C -0.47
14. C 0.03
15. C 0.20
16. C -0.99
17. Cl -0.21
18. C -0.03
19. O -0.68
20. C 1.28
21. F -0.35
22. F -0.27
23. C 0.16
24. F -0.27
25. F -0.28
26. C 0.96
27. F -0.25
28. F -0.25
29. C 0.06
30. O -0.56
31. O -0.43
32. H 0.27
33. H 0.25
34. H 0.25
35. H 0.23
36. H 0.31
37. H 0.30
38. H 0.02
39. H 0.29
40. H 0.39
41. H 0.26
42. H 0.28
43. H 0.29
44. H 0.32
45. H 0.30
46. H 0.18
47. H 0.45
48. H -0.58
49. H 0.31
50. H 0.35
51. H 0.25
52. H -0.15
53. H 0.12
54. H 0.28
55. H 0.32
56. H 0.23
57. H 0.36
58. C 0.12
59. O -0.60
60. N 0.17
61. C -0.79
62. C -0.98
63. H 0.28
64. H 0.34
65. H 0.33
66. H 0.12
67. H 0.31
68. H 0.30
69. H 0.37
70. C 0.11
71. O -0.60
72. N 0.18
73. C -0.86
74. C -1.00
75. H 0.28
76. H 0.44
77. H 0.30
78. H 0.24
79. H 0.31
80. H 0.32
81. H 0.37

LUMO energy
In order: 0.08473, 0.03158
Unit: Ha
Total energy
In order: -100407.2121, -72701.7368
Unit: eV